P | # C26H32N4O3S

A single C26H32N4O3S molecule (the ωB97M-V functional and the def2-TZVPD basis, OMol25).

Molecular weight, u: 480.6
Charge: 0
SMILES: CCCCNC(=O)CSc1nc2ccc(N3CCOCC3)cc2c(=O)n1CCc1ccccc1
HOMO-LUMO gap, eV: 7.790

Last columns: bonded neighbours and bond lengths (Å).
Cartesian coordinates (Å):
1 C 5.7956 2.2469 -0.8042  H2 1.088, C3 1.524, H65 1.088, H66 1.087
2 H 6.1557 2.6023 -1.7669  C1 1.088
3 C 5.8083 0.7238 -0.7597  C1 1.524, C4 1.528, H63 1.092, H64 1.093
4 C 4.8946 0.1318 -1.8315  C3 1.528, H5 1.091, C6 1.530, H62 1.091
5 H 3.8814 0.5160 -1.7005  C4 1.091
6 C 4.8617 -1.3974 -1.8170  C4 1.530, N7 1.445, H60 1.092, H61 1.096
7 N 4.2062 -1.9298 -0.6441  C6 1.445, C8 1.347, H59 1.009
8 C 3.0773 -2.6628 -0.6997  N7 1.347, O9 1.210, C10 1.527
9 O 2.5109 -2.9637 -1.7259  C8 1.210
10 C 2.5746 -3.1271 0.6649  C8 1.527, H11 1.090, H12 1.089, S13 1.816
11 H 3.2581 -3.8630 1.0890  C10 1.090
12 H 1.5716 -3.5396 0.5666  C10 1.089
13 S 2.4897 -1.7613 1.8588  C10 1.816, C14 1.770
14 C 0.9247 -1.0675 1.4101  S13 1.770, N15 1.278, N24 1.363
15 N 0.1335 -1.8087 0.7325  C14 1.278, C16 1.366
16 C -1.0723 -1.2916 0.3530  N15 1.366, C17 1.396, C21 1.404
17 C -1.9358 -2.0368 -0.4522  C16 1.396, C18 1.373, H58 1.078
18 C -3.1529 -1.5235 -0.8272  C17 1.373, C19 1.411, H57 1.079
19 C -3.5754 -0.2376 -0.4294  C18 1.411, C20 1.394, N43 1.382
20 C -2.6999 0.5077 0.3592  C19 1.394, C21 1.389, H42 1.078
21 C -1.4727 -0.0069 0.7555  C16 1.404, C20 1.389, C22 1.457
22 C -0.5721 0.8033 1.5652  C21 1.457, O23 1.215, N24 1.402
23 O -0.8228 1.9141 1.9885  C22 1.215
24 N 0.6605 0.1970 1.8444  C14 1.363, C22 1.402, C25 1.449
25 C 1.6912 1.0297 2.4314  N24 1.449, H26 1.093, H27 1.093, C28 1.540
26 H 1.1721 1.8657 2.9061  C25 1.093
27 H 2.2395 0.4578 3.1842  C25 1.093
28 C 2.6439 1.5551 1.3417  C25 1.540, C29 1.503, H40 1.090, H41 1.091
29 C 1.8464 2.1488 0.2144  C28 1.503, C30 1.390, C34 1.388
30 C 1.3862 1.3402 -0.8185  C29 1.390, C31 1.383, H39 1.082
31 C 0.5656 1.8551 -1.8060  C30 1.383, C32 1.384, H38 1.080
32 C 0.2005 3.1893 -1.7753  C31 1.384, C33 1.384, H37 1.080
33 C 0.6650 4.0056 -0.7583  C32 1.384, C34 1.383, H36 1.080
34 C 1.4795 3.4874 0.2317  C29 1.388, C33 1.383, H35 1.080
35 H 1.8259 4.1233 1.0336  C34 1.080
36 H 0.3822 5.0476 -0.7294  C33 1.080
37 H -0.4469 3.5907 -2.5409  C32 1.080
38 H 0.2064 1.2078 -2.5925  C31 1.080
39 H 1.6581 0.2930 -0.8519  C30 1.082
40 H 3.3009 2.3008 1.7904  C28 1.090
41 H 3.2520 0.7285 0.9723  C28 1.091
42 H -2.9278 1.5144 0.6715  C20 1.078
43 N -4.7705 0.3145 -0.8513  C19 1.382, C44 1.448, C50 1.451
44 C -5.6505 -0.3814 -1.7675  N43 1.448, H45 1.088, C46 1.534, H56 1.096
45 H -5.0791 -0.9730 -2.4801  C44 1.088
46 C -6.6570 -1.2470 -0.9986  C44 1.534, O47 1.411, H54 1.091, H55 1.101
47 O -7.4120 -0.4509 -0.1108  C46 1.411, C48 1.410
48 C -6.5771 0.2432 0.7895  O47 1.410, H49 1.091, C50 1.536, H53 1.102
49 H -7.2395 0.8460 1.4125  C48 1.091
50 C -5.5621 1.1294 0.0512  N43 1.451, C48 1.536, H51 1.087, H52 1.095
51 H -4.9320 1.6386 0.7757  C50 1.087
52 H -6.0978 1.8770 -0.5430  C50 1.095
53 H -6.0316 -0.4735 1.4244  C48 1.102
54 H -7.3758 -1.7124 -1.6749  C46 1.091
55 H -6.1231 -2.0293 -0.4368  C46 1.101
56 H -6.2055 0.3826 -2.3239  C44 1.096
57 H -3.7944 -2.1423 -1.4346  C18 1.079
58 H -1.6286 -3.0205 -0.7700  C17 1.078
59 H 4.6048 -1.7138 0.2569  N7 1.009
60 H 4.2960 -1.7689 -2.6745  C6 1.092
61 H 5.8830 -1.7917 -1.8675  C6 1.096
62 H 5.2444 0.4549 -2.8137  C4 1.091
63 H 5.4866 0.3962 0.2315  C3 1.092
64 H 6.8281 0.3621 -0.9128  C3 1.093
65 H 4.7850 2.6227 -0.6588  C1 1.088
66 H 6.4336 2.6586 -0.0258  C1 1.087

=====

Q | # C26H32N4O3S

A single C26H32N4O3S molecule (the ωB97M-V functional and the def2-TZVPD basis, OMol25).

Molecular weight, u: 480.6
Charge: 0
SMILES: COc1cc2c(cc1OC)CN(c1nc(CN3CCOCC3)nc3sc4c(c13)CCCC4)CC2
HOMO-LUMO gap, eV: 8.406

Last columns: bonded neighbours and bond lengths (Å).
Cartesian coordinates (Å):
1 C 3.7429 5.7594 2.4849  H2 1.089, O3 1.405, H65 1.095, H66 1.095
2 H 4.6029 6.3767 2.7395  C1 1.089
3 O 4.1226 4.4401 2.7838  C1 1.405, C4 1.361
4 C 3.2215 3.4430 2.5659  O3 1.361, C5 1.381, C9 1.414
5 C 1.9478 3.6145 2.0593  C4 1.381, C6 1.394, H64 1.079
6 C 1.0865 2.5339 1.8731  C5 1.394, C7 1.384, C58 1.506
7 C 1.5216 1.2610 2.1976  C6 1.384, C8 1.393, C16 1.505
8 C 2.8041 1.0748 2.7098  C7 1.393, C9 1.381, H15 1.079
9 C 3.6614 2.1413 2.8986  C4 1.414, C8 1.381, O10 1.362
10 O 4.9293 2.0557 3.3885  C9 1.362, C11 1.405
11 C 5.4239 0.7891 3.7404  O10 1.405, H12 1.089, H13 1.096, H14 1.095
12 H 6.4356 0.9599 4.1048  C11 1.089
13 H 5.4608 0.1154 2.8773  C11 1.096
14 H 4.8274 0.3278 4.5350  C11 1.095
15 H 3.1150 0.0731 2.9630  C8 1.079
16 C 0.5992 0.0827 2.0382  C7 1.505, N17 1.443, H62 1.106, H63 1.088
17 N -0.4395 0.3801 1.0812  C16 1.443, C18 1.363, C56 1.445
18 C -1.0360 -0.6057 0.3538  N17 1.363, N19 1.332, C23 1.419
19 N -2.3673 -0.5968 0.3023  C18 1.332, C20 1.325
20 C -3.0095 -1.5920 -0.2918  N19 1.325, N21 1.322, C39 1.505
21 N -2.4379 -2.6459 -0.8485  C20 1.322, C22 1.324
22 C -1.1165 -2.5992 -0.9141  N21 1.324, C23 1.408, S26 1.736
23 C -0.3080 -1.5790 -0.3782  C18 1.419, C22 1.408, C24 1.434
24 C 1.0597 -1.7185 -0.7875  C23 1.434, C25 1.357, C30 1.501
25 C 1.2597 -2.8359 -1.5311  C24 1.357, S26 1.749, C27 1.491
26 S -0.1894 -3.7837 -1.7799  C22 1.736, C25 1.749
27 C 2.5329 -3.2390 -2.1937  C25 1.491, C28 1.529, H37 1.095, H38 1.093
28 C 3.6785 -2.3176 -1.7726  C27 1.529, C29 1.526, H35 1.092, H36 1.091
29 C 3.1950 -0.8713 -1.7198  C28 1.526, C30 1.528, H33 1.092, H34 1.091
30 C 2.1651 -0.7202 -0.6015  C24 1.501, C29 1.528, H31 1.094, H32 1.091
31 H 2.6775 -0.8820 0.3510  C30 1.094
32 H 1.7513 0.2897 -0.5853  C30 1.091
33 H 2.7450 -0.6026 -2.6774  C29 1.092
34 H 4.0335 -0.1973 -1.5363  C29 1.091
35 H 4.0399 -2.6089 -0.7840  C28 1.092
36 H 4.5064 -2.4203 -2.4756  C28 1.091
37 H 2.3916 -3.1853 -3.2783  C27 1.095
38 H 2.7674 -4.2793 -1.9540  C27 1.093
39 C -4.5093 -1.4934 -0.3696  C20 1.505, N40 1.455, H54 1.092, H55 1.092
40 N -4.9788 -0.8872 -1.6058  C39 1.455, C41 1.452, C46 1.452
41 C -4.5118 0.4741 -1.7972  N40 1.452, C42 1.529, H52 1.092, H53 1.104
42 C -5.2319 1.0622 -3.0112  C41 1.529, H43 1.092, O44 1.408, H51 1.101
43 H -4.8747 2.0715 -3.2242  C42 1.092
44 O -4.9856 0.3027 -4.1709  C42 1.408, C45 1.409
45 C -5.3959 -1.0325 -3.9827  O44 1.409, C46 1.529, H49 1.091, H50 1.101
46 C -4.6862 -1.6748 -2.7904  N40 1.452, C45 1.529, H47 1.091, H48 1.102
47 H -5.0580 -2.6895 -2.6401  C46 1.091
48 H -3.6046 -1.7271 -2.9970  C46 1.102
49 H -5.1548 -1.5596 -4.9073  C45 1.091
50 H -6.4829 -1.0648 -3.8131  C45 1.101
51 H -6.3131 1.0899 -2.8070  C42 1.101
52 H -4.7478 1.0573 -0.9050  C41 1.092
53 H -3.4229 0.5197 -1.9703  C41 1.104
54 H -4.9371 -2.4957 -0.3076  C39 1.092
55 H -4.8691 -0.8808 0.4599  C39 1.092
56 C -1.1914 1.5510 1.4712  N17 1.445, H57 1.098, C58 1.529, H61 1.089
57 H -1.5105 1.4720 2.5190  C56 1.098
58 C -0.2817 2.7660 1.2874  C6 1.506, C56 1.529, H59 1.095, H60 1.092
59 H -0.1709 2.9700 0.2177  C58 1.095
60 H -0.7407 3.6451 1.7439  C58 1.092
61 H -2.0796 1.6234 0.8443  C56 1.089
62 H 0.1324 -0.1302 3.0185  C16 1.106
63 H 1.1386 -0.8147 1.7422  C16 1.088
64 H 1.5933 4.5993 1.7982  C5 1.079
65 H 3.5121 5.8828 1.4213  C1 1.095
66 H 2.8812 6.0769 3.0819  C1 1.095

=====

Which is the most stable structure? P is the most stable.